(1)
Formula: C4H8O2
Source: the OMol25 dataset
Level of theory: the ωB97M-V functional and the def2-TZVPD basis

Structure (ORCA input):
```
! RIJCOSX wB97M-V def2-TZVPD def2/J DEFGRID3
* xyz 0 1
C -1.252 0.626 -1.299
C 0.133 1.167 -1.127
O 0.203 2.105 -0.226
C 0.446 -1.449 1.777
C 1.203 -0.883 0.841
O 1.181 -1.280 -0.460
H -2.023 1.071 -0.645
H -1.196 -0.454 -1.115
H -1.547 0.748 -2.347
H -0.663 2.302 0.200
H 0.536 -1.148 2.814
H -0.254 -2.241 1.525
H 1.905 -0.080 1.078
H 1.329 -0.485 -1.016
*
```

frontier orbital gap: 9.60 eV
largest force on an atom: 0.381 eV/A
ΔE to the lowest compared entry with this formula, charge and spin: 390.0 kJ/mol
LUMO level: 0.7 eV
total energy: -8369.23966 eV
HOMO level: -8.9 eV

***

(2)
Formula: C30H35N5ReS
Source: the OMol25 dataset
Level of theory: the ωB97M-V functional and the def2-TZVPD basis

Structure (ORCA input):
```
! RIJCOSX wB97M-V def2-TZVPD def2/J DEFGRID3
* xyz 2 4
Re 0.374 -0.173 0.498
C 3.197 1.169 0.032
N 2.536 0.058 0.783
C 3.083 -1.258 0.302
C 2.737 0.174 2.244
C 3.897 0.704 2.780
C 4.012 0.853 4.153
C 2.948 0.499 4.969
C 1.795 -0.055 4.429
C 1.696 -0.267 3.057
N 0.563 -0.779 2.373
C -0.443 -1.604 2.932
C -0.387 -2.263 4.157
C -1.498 -2.947 4.632
C -2.670 -2.996 3.892
C -2.697 -2.436 2.624
C -1.580 -1.776 2.146
N -1.462 -1.372 0.726
C -1.081 -2.619 -0.036
C -2.727 -0.834 0.156
H 4.267 0.984 -0.051
H 3.040 2.108 0.552
H 2.779 1.228 -0.969
H 4.160 -1.290 0.463
H 2.886 -1.376 -0.765
H 2.629 -2.073 0.862
H 4.718 1.010 2.140
H 4.917 1.272 4.576
H 3.004 0.667 6.038
H 0.961 -0.281 5.076
H 0.528 -2.262 4.730
H -1.441 -3.449 5.591
H -3.548 -3.501 4.280
H -3.587 -2.547 2.015
H -1.866 -3.365 0.076
H -0.160 -3.036 0.377
H -0.951 -2.390 -1.090
H -3.483 -1.615 0.105
H -2.536 -0.479 -0.854
H -3.086 -0.014 0.766
N -1.558 1.523 -2.425
C -0.634 0.719 -2.952
S 0.488 -0.098 -1.914
N -0.662 0.553 -4.263
C 0.087 -0.210 -5.237
C -0.541 -0.309 -6.474
C 0.055 -1.005 -7.510
C 1.288 -1.610 -7.322
C 1.922 -1.491 -6.096
C 1.335 -0.790 -5.048
H -1.472 1.830 -1.470
H -2.171 2.068 -3.014
H -1.424 1.041 -4.708
H -1.508 0.164 -6.631
H -0.448 -1.072 -8.468
H 1.755 -2.161 -8.129
H 2.897 -1.940 -5.945
H 1.874 -0.686 -4.122
C 0.148 1.838 1.225
C -1.158 2.481 0.892
C -2.303 2.186 1.637
C -3.505 2.826 1.376
C -3.582 3.782 0.369
C -2.447 4.100 -0.367
C -1.245 3.453 -0.108
H 0.978 2.408 0.808
H 0.279 1.758 2.302
H -2.232 1.466 2.451
H -4.381 2.599 1.976
H -4.515 4.297 0.178
H -2.490 4.877 -1.123
H -0.351 3.731 -0.660
*
```

frontier orbital gap (alpha / beta): 6.91 / 6.53 eV
largest force on an atom: 1.243 eV/A
LUMO level (alpha / beta): -6.1 / -7.0 eV
total energy: -52080.08658 eV
⟨S²⟩: 3.79
HOMO level (alpha / beta): -13.0 / -13.5 eV